Density functional theory data (ωB97M-V/def2-TZVPD) for an isolated molecule of C5H5NO.

```
12
Properties=species:S:1:pos:R:3:forces:R:3
C -2.526 1.237 -1.056 0.4 -0.1 0.4
C -1.654 0.838 -0.326 -0.5 0.1 -0.4
C -0.564 0.403 0.531 0.3 0.4 0.3
O -0.270 1.041 1.523 -0.1 -0.2 -0.2
C 0.228 -0.786 0.107 -0.3 -0.1 -0.1
C 1.648 -0.500 -0.246 0.3 0.1 -0.2
N 1.311 -1.196 0.978 0.0 0.0 0.2
H -3.295 1.642 -1.674 0.1 -0.1 0.0
H -0.321 -1.570 -0.404 0.1 0.1 0.0
H 1.967 0.539 -0.192 0.0 -0.1 0.0
H 2.138 -1.098 -1.009 -0.1 0.1 0.1
H 1.338 -0.550 1.768 0.0 -0.1 -0.1
```
Forces are in eV/Å.

Output
Frontier orbital gap in eV: 10.14
Net charge: 0
LUMO level in eV: 0.1
Maximum force in eV/Å: 0.7
SMILES: C#CC(=O)[C@H]1CN1
Total energy in Ha: -323.40598
2S+1: 1

=====

Density functional theory data (ωB97M-V/def2-TZVPD) for a structure of composition C10H15O7PRh at a distorted geometry.

```
34
Properties=species:S:1:pos:R:3:forces:R:3
Rh -0.041 -0.069 -0.066 -0.6 0.7 1.0
O -0.519 3.042 0.050 0.5 -4.8 0.2
C -0.333 1.901 0.077 0.2 6.6 0.0
C 1.767 -0.683 -0.035 5.5 -2.0 -0.6
O 2.858 -1.073 -0.072 -4.3 1.5 0.2
C -1.509 -1.334 -0.045 -3.8 -5.0 -1.1
O -2.386 -2.063 -0.153 2.5 2.4 0.4
C -0.033 0.011 -2.036 0.1 0.0 -6.2
O -0.004 0.006 -3.191 -0.1 0.1 5.2
C -3.750 -0.925 3.577 -0.6 -0.6 0.1
C -2.730 -0.270 2.680 0.5 0.5 1.3
O -1.605 -1.123 2.572 0.7 0.7 0.0
P 0.144 -0.723 2.533 -0.7 0.3 3.0
O 0.141 -0.582 4.219 -0.3 -0.3 -3.2
C -0.355 0.516 5.042 -0.6 0.7 1.2
C 0.215 1.875 4.731 0.1 0.2 -0.5
O 1.440 0.485 2.429 -0.8 -0.8 0.9
C 2.594 -0.147 3.007 2.3 1.3 -1.0
C 3.822 0.660 2.646 0.3 -0.3 0.2
H -4.035 -1.914 3.212 0.0 0.0 0.0
H -4.649 -0.306 3.630 0.1 0.1 -0.2
H -3.342 -1.031 4.579 0.1 0.0 0.1
H -3.148 -0.117 1.684 -0.2 -0.1 -0.5
H -2.403 0.708 3.055 0.0 0.1 -0.3
H -1.448 0.523 4.993 0.1 -0.1 -0.1
H -0.092 0.267 6.073 0.1 -0.5 -0.2
H -0.132 2.208 3.745 0.1 0.1 -0.1
H -0.141 2.628 5.451 0.0 -0.4 -0.1
H 1.308 1.884 4.768 -0.1 0.0 0.0
H 2.694 -1.164 2.617 -0.2 -0.5 0.1
H 2.506 -0.204 4.091 -0.6 -0.2 0.4
H 3.741 1.677 3.040 0.1 -0.1 -0.1
H 4.702 0.169 3.103 -0.4 0.3 -0.2
H 3.973 0.684 1.563 0.1 0.1 0.2
```
Forces are in eV/Å.

Output
Frontier orbital gap (alpha / beta) in eV: 7.95 / 5.74
Net charge: +3
LUMO level (alpha / beta) in eV: -13.2 / -16.2
Maximum force in eV/Å: 6.6
Total energy in Ha: -1367.20919
2S+1: 5

=====

Density functional theory data (ωB97M-V/def2-TZVPD) for a structure of composition Cl3N3S3 at a distorted geometry.

```
9
Properties=species:S:1:pos:R:3:forces:R:3
N 0.279 -0.841 0.675 0.3 -0.2 0.7
N 0.059 -1.058 -1.998 0.0 0.1 -0.4
N 0.792 1.107 -0.900 0.3 1.7 0.4
S -0.430 -1.589 -0.558 -0.1 -0.3 -1.2
S 0.769 0.340 -2.279 -0.8 -1.7 1.4
S 0.136 0.759 0.500 0.2 0.3 -1.4
Cl -2.720 -0.508 3.343 -0.1 -0.3 0.1
Cl -1.993 1.224 2.736 -0.1 0.3 0.2
Cl 1.541 1.444 1.792 0.3 0.0 0.3
```
Forces are in eV/Å.

Output
Frontier orbital gap (alpha / beta) in eV: 7.28 / 7.28
Net charge: 0
LUMO level (alpha / beta) in eV: -1.2 / -1.2
Maximum force in eV/Å: 2.3
Total energy in Ha: -2739.25122
2S+1: 1

=====

Density functional theory data (ωB97M-V/def2-TZVPD) for a structure of composition C26H26N8O2S3V.

```
66
Properties=species:S:1:pos:R:3:forces:R:3
V 0.461 0.481 -0.514 0.3 0.4 -0.6
N 2.763 3.031 -3.337 -0.1 0.1 0.2
C 2.158 2.492 -2.273 0.1 0.2 -0.4
S 2.006 0.743 -2.255 -0.4 -0.1 0.2
N 1.719 3.252 -1.313 -0.1 -0.6 0.3
N 1.191 2.454 -0.315 0.1 0.6 -0.1
C 1.016 3.032 0.813 -0.2 0.0 0.4
C 0.545 2.214 1.926 0.1 0.1 -0.1
C 0.322 2.714 3.195 0.0 -0.2 -0.1
C -0.116 1.834 4.180 0.0 0.1 0.0
C -0.314 0.505 3.854 0.0 -0.1 -0.2
C -0.070 0.083 2.551 0.0 0.0 0.2
N 0.364 0.914 1.609 -0.1 0.2 -0.2
H 3.107 2.467 -4.093 0.0 -0.1 0.0
H 2.912 4.027 -3.363 0.0 0.0 0.0
H 1.226 4.092 0.917 0.1 -0.1 0.1
H 0.490 3.759 3.409 0.0 0.0 0.0
H -0.294 2.187 5.186 0.0 0.0 0.0
H -0.644 -0.215 4.588 0.0 0.0 0.0
H -0.185 -0.953 2.266 0.0 0.0 0.1
O 3.286 -2.371 -0.019 0.1 -0.1 0.1
S 2.479 -1.646 0.907 -0.1 0.0 -0.1
O 1.955 -2.244 2.098 0.0 0.0 0.0
N 1.072 -1.223 -0.038 -0.2 -0.7 -0.2
C 0.541 -2.356 -0.747 0.3 0.6 0.4
C 0.759 -3.681 -0.471 -0.1 -0.4 -0.2
C 0.157 -4.675 -1.283 0.0 0.2 0.0
C -0.635 -4.342 -2.348 0.0 0.1 0.1
C -0.894 -2.975 -2.635 0.0 -0.1 -0.1
C -1.701 -2.518 -3.696 0.1 0.0 0.1
C -1.884 -1.167 -3.873 0.1 0.0 0.1
C -1.280 -0.272 -2.984 -0.1 0.2 -0.2
N -0.526 -0.676 -1.976 0.0 -0.1 0.3
C -0.308 -2.000 -1.815 0.1 -0.3 0.1
C 3.296 -0.152 1.304 0.1 0.1 0.1
C 3.181 0.373 2.588 0.1 0.0 -0.1
C 3.911 1.502 2.919 -0.1 -0.1 0.0
C 4.748 2.089 1.979 0.0 0.0 0.0
C 4.892 1.530 0.717 0.0 -0.1 0.0
C 4.188 0.385 0.381 0.0 0.1 -0.2
H 1.388 -3.997 0.345 0.0 0.0 0.0
H 0.352 -5.711 -1.050 0.0 -0.1 0.0
H -1.075 -5.104 -2.975 0.0 0.0 0.0
H -2.161 -3.234 -4.363 0.0 0.0 -0.1
H -2.478 -0.781 -4.688 0.0 0.0 0.0
H -1.409 0.799 -3.094 0.0 -0.1 0.0
H 2.557 -0.117 3.318 -0.1 -0.1 0.1
H 3.849 1.908 3.919 0.0 0.0 0.0
H 5.320 2.966 2.246 0.0 0.0 0.0
H 5.582 1.964 0.007 0.0 0.0 0.0
H 4.338 -0.095 -0.576 0.0 0.0 0.0
C -4.944 1.688 -0.638 0.0 0.1 0.0
N -4.272 0.464 -0.254 0.1 -0.1 0.0
C -5.034 -0.755 0.035 0.0 -0.1 0.0
C -3.943 -1.778 0.410 -0.1 -0.1 0.1
N -2.719 -0.994 0.241 -0.1 0.1 0.0
C -2.975 0.273 -0.097 0.2 0.2 -0.2
S -1.811 1.519 -0.305 0.1 0.0 0.0
H -5.454 2.119 0.225 0.0 0.0 0.0
H -5.673 1.463 -1.415 0.0 0.0 0.0
H -4.216 2.397 -1.022 0.0 0.0 0.0
H -5.598 -1.048 -0.851 0.0 0.0 0.0
H -5.736 -0.568 0.848 0.0 0.0 0.0
H -3.938 -2.641 -0.254 0.0 0.0 0.0
H -4.037 -2.122 1.440 0.0 0.0 -0.1
H -1.808 -1.310 0.511 0.1 -0.1 0.0
```
Forces are in eV/Å.

Output
Frontier orbital gap (alpha / beta) in eV: 6.42 / 7.30
Net charge: +2
LUMO level (alpha / beta) in eV: -7.6 / -6.8
Maximum force in eV/Å: 0.8
Total energy in Ha: -3733.06681
2S+1: 2

=====

Density functional theory data (ωB97M-V/def2-TZVPD) for a structure of composition C36H31Cl2FeN7O11S at a distorted geometry.

```
89
Properties=species:S:1:pos:R:3:forces:R:3
Fe -0.610 -0.605 -0.932 0.2 -0.3 0.0
C -1.531 -3.825 -2.147 0.1 0.1 -0.1
O -1.541 -2.994 -0.998 0.2 0.0 0.0
C -1.169 -3.730 0.170 -0.1 0.0 0.0
C -1.695 -2.964 1.338 -0.1 0.1 0.2
O -1.086 -1.685 1.331 -0.2 -0.1 0.0
C -1.253 -1.002 2.571 0.2 -0.1 0.0
H -2.151 -4.708 -1.975 0.0 0.0 0.0
H -0.516 -4.143 -2.402 0.0 0.0 0.0
H -1.959 -3.257 -2.962 0.1 0.1 -0.1
H -0.087 -3.803 0.228 0.1 -0.1 -0.1
H -1.620 -4.726 0.151 -0.1 0.0 -0.1
H -1.455 -3.502 2.262 0.1 0.1 0.0
H -2.785 -2.858 1.272 0.0 0.0 0.1
H -0.858 -1.619 3.383 0.1 0.0 0.0
H -2.301 -0.780 2.760 0.0 0.0 0.0
H -0.690 -0.079 2.507 0.0 0.0 0.0
N 2.418 2.535 -3.177 0.0 -0.1 0.1
C 3.255 3.320 -2.361 0.0 0.1 0.1
C 4.131 4.227 -2.931 0.0 0.0 0.0
C 4.953 5.008 -2.124 0.0 0.0 0.0
C 4.890 4.887 -0.748 0.0 0.0 0.0
C 4.008 3.977 -0.174 0.0 0.0 -0.1
C 3.202 3.189 -0.975 -0.3 -0.1 -0.1
S 2.148 1.976 -0.218 0.4 0.2 0.2
N 1.209 1.400 -1.492 -0.6 0.2 -0.4
C 1.435 1.700 -2.707 0.1 0.2 0.3
C 0.584 1.053 -3.739 0.1 0.1 0.0
C 0.284 1.701 -4.925 0.0 0.1 0.0
C -0.394 1.009 -5.916 0.0 0.0 0.0
C -0.703 -0.314 -5.690 0.0 0.0 0.1
C -0.416 -0.857 -4.443 0.1 0.0 0.0
N 0.190 -0.193 -3.463 -0.2 -0.1 0.1
H 2.506 2.657 -4.168 0.0 -0.1 -0.1
H 4.179 4.322 -4.010 0.0 0.0 0.0
H 5.642 5.706 -2.580 0.0 0.0 0.0
H 5.532 5.487 -0.117 0.0 0.0 0.0
H 3.952 3.869 0.904 0.0 0.0 0.0
H 0.553 2.740 -5.064 0.0 0.0 0.0
H -0.665 1.498 -6.843 0.0 0.0 0.0
H -1.197 -0.920 -6.434 0.0 0.0 0.0
H -0.669 -1.878 -4.233 -0.2 -0.2 0.1
Cl -0.625 2.592 2.313 0.0 -0.1 -0.1
C 0.699 3.106 3.308 -0.1 0.0 0.2
C 0.653 4.390 3.814 0.0 0.1 0.0
C 1.671 4.852 4.628 0.0 0.0 0.0
C 2.749 4.027 4.891 0.0 0.0 0.1
C 2.795 2.747 4.367 0.0 0.0 -0.2
Cl 4.276 1.868 4.582 0.0 -0.1 0.0
C 1.744 2.212 3.594 0.2 0.0 -0.1
N 1.756 0.939 3.048 0.3 -0.1 -0.1
C 2.216 -0.234 3.678 -0.3 0.1 0.3
C 2.092 -0.355 5.063 -0.1 0.0 0.0
C 2.514 -1.491 5.730 0.0 0.1 0.0
C 3.065 -2.539 5.010 0.0 0.0 0.0
C 3.170 -2.427 3.633 -0.1 -0.1 0.1
C 2.752 -1.293 2.940 0.1 -0.2 0.0
C 2.995 -1.256 1.453 -0.1 0.3 -0.1
C 1.770 -1.451 0.561 0.3 -0.6 -0.1
O 1.555 -2.574 0.111 -0.1 0.2 -0.2
O 1.067 -0.412 0.283 -1.1 -0.1 -0.1
H -0.194 5.019 3.574 0.0 0.0 0.0
H 1.634 5.854 5.032 0.0 0.0 0.0
H 3.582 4.382 5.483 0.0 -0.1 0.0
H 1.303 0.811 2.154 0.0 0.1 -0.1
H 1.647 0.464 5.616 0.0 0.0 0.0
H 2.397 -1.560 6.804 0.0 0.0 0.0
H 3.411 -3.433 5.515 0.0 0.0 0.0
H 3.598 -3.246 3.068 0.0 0.0 0.0
H 3.638 -2.093 1.199 0.2 0.1 0.0
H 3.485 -0.320 1.171 0.0 0.0 0.0
O -8.197 -2.097 -0.132 0.0 0.0 0.0
N -7.731 -2.404 -1.212 -0.1 -0.1 0.0
O -8.338 -2.989 -2.088 0.0 0.0 0.0
C -6.345 -2.046 -1.478 0.1 0.0 -0.1
C -5.765 -2.375 -2.695 -0.1 -0.1 -0.1
C -4.486 -1.980 -2.978 0.1 0.2 0.2
C -3.657 -1.195 -2.076 0.1 0.0 0.1
O -2.491 -0.815 -2.337 0.5 -0.1 0.0
C -4.324 -0.973 -0.812 0.0 -0.2 -0.3
C -5.612 -1.381 -0.528 -0.1 0.1 0.3
N -3.611 -0.345 0.255 0.1 -0.1 0.2
O -2.604 0.313 -0.010 0.5 0.3 0.1
O -4.014 -0.486 1.390 -0.2 0.2 -0.1
N -3.987 -2.395 -4.280 0.0 -0.1 -0.2
O -4.376 -3.466 -4.714 0.0 0.0 0.1
O -3.229 -1.656 -4.874 0.1 0.1 0.0
H -6.327 -2.935 -3.427 0.0 0.0 0.0
H -6.043 -1.171 0.440 0.0 0.0 0.0
```
Forces are in eV/Å.

Output
Frontier orbital gap (alpha / beta) in eV: 6.44 / 6.40
Net charge: 0
LUMO level (alpha / beta) in eV: -1.1 / -1.2
Maximum force in eV/Å: 1.1
Total energy in Ha: -5183.43957
2S+1: 5

=====

Density functional theory data (ωB97M-V/def2-TZVPD) for a cluster of 2 separate species, C6H14N2 in total at a distorted geometry.

```
22
Properties=species:S:1:pos:R:3:forces:R:3
C 2.422 -0.221 2.121 0.3 -0.2 0.7
C 1.246 -0.821 0.039 -2.2 1.0 -0.7
C 3.375 0.874 2.267 0.4 0.5 -0.1
C -0.629 1.472 -1.320 -0.1 0.5 -0.4
C -3.210 -0.499 -0.986 -1.1 0.2 -0.1
C -0.977 0.354 -0.449 2.1 -0.7 0.8
N 1.856 -0.548 1.037 0.2 0.0 0.2
N -1.733 -0.751 -1.018 -0.1 -0.4 -0.2
H 2.205 -0.841 2.988 -0.1 -0.1 -0.1
H 1.482 -1.470 -0.780 0.4 -0.4 -0.3
H 4.353 0.463 2.546 -0.1 -0.1 -0.1
H 3.482 1.479 1.370 0.0 0.0 0.0
H 3.095 1.495 3.124 -0.1 0.0 0.0
H -0.310 1.168 -2.316 0.1 -0.1 0.0
H -1.504 2.129 -1.451 0.0 -0.1 0.0
H 0.128 2.113 -0.870 0.0 -0.1 0.0
H -3.744 -1.393 -1.303 0.2 -0.1 0.0
H -3.523 -0.244 0.024 0.2 0.0 0.1
H -3.468 0.316 -1.658 0.2 0.0 0.0
H -1.159 0.524 0.603 -0.2 -0.2 0.0
H -1.560 -1.624 -0.501 0.1 0.3 -0.2
H -1.454 -0.896 -2.000 0.0 -0.1 0.3
```
Forces are in eV/Å.

Output
Frontier orbital gap (alpha / beta) in eV: 8.42 / 7.44
Net charge: +2
LUMO level (alpha / beta) in eV: -9.1 / -9.8
Maximum force in eV/Å: 2.5
Total energy in Ha: -345.74820
2S+1: 1